{
  "formula": "C8H23N5O4Rb",
  "method": "wB97M-V/def2-TZVPD",
  "symbols": ["Rb", "O", "O", "O", "O", "N", "N", "N", "N", "N", "C", "C", "C", "C", "C", "C", "C", "C", "H", "H", "H", "H", "H", "H", "H", "H", "H", "H", "H", "H", "H", "H", "H", "H", "H", "H", "H", "H", "H", "H", "H"],
  "coordinates": [[-20.54, 12.20, 6.70], [-23.18, 11.31, 5.65], [-20.94, 12.05, 3.80], [-22.58, 14.31, 7.79], [-21.17, 9.77, 8.27], [-20.67, 7.55, 7.84], [-21.13, 14.55, 4.96], [-24.40, 11.44, 3.77], [-25.43, 11.48, 5.85], [-21.66, 8.87, 6.25], [-24.28, 11.42, 5.13], [-21.25, 13.15, 2.96], [-22.93, 15.05, 6.64], [-23.71, 13.78, 8.47], [-21.91, 14.26, 3.76], [-21.71, 15.52, 5.87], [-20.17, 11.08, 3.11], [-21.13, 8.80, 7.52], [-20.22, 14.89, 4.67], [-22.21, 9.70, 6.06], [-24.30, 13.17, 7.77], [-23.52, 11.55, 3.29], [-20.30, 7.39, 8.75], [-25.25, 11.60, 3.27], [-23.32, 13.18, 9.29], [-20.96, 15.87, 6.59], [-23.53, 15.93, 6.92], [-19.15, 11.44, 2.92], [-20.63, 6.84, 7.13], [-24.34, 14.57, 8.87], [-20.62, 10.79, 2.15], [-25.37, 11.47, 6.85], [-20.10, 10.20, 3.74], [-22.93, 13.97, 4.01], [-21.45, 8.19, 5.54], [-21.98, 15.16, 3.13], [-21.98, 12.82, 2.19], [-20.35, 13.50, 2.43], [-26.32, 11.58, 5.39], [-23.57, 14.40, 6.01], [-22.02, 16.45, 5.36]],
  "energy_ev": -24962.43260,
  "homo_energy_ev": -12.22,
  "orbital_gap_ev": 9.881,
  "mol_weight_g_mol": 338.8,
  "total_charge": 1,
  "relative_energy_ev": 0.000
}